a.
Formula: F3HN2
Source: the Open Molecules 2025 dataset
Level of theory: ωB97M-V with the def2-TZVPD basis set

Last columns: bonded neighbours and bond lengths (Å).
Element x y z (Å)
1 F 0.14998 -0.59643 -1.38674  N2 1.352
2 N -0.98932 -0.36280 -0.69681  F1 1.352, N3 1.224
3 N -1.07234 0.61585 0.03409  N2 1.224, F4 1.353
4 F -2.25302 0.61193 0.69506  N3 1.353
5 F 1.71001 -0.35646 0.85024  H6 0.934
6 H 2.45469 0.08791 0.50416  F5 0.934

Frontier orbital gap = 12.1 eV
LUMO level = 0.38 eV
SMILES = F/N=N/F.F

Mulliken atomic charge list, values in e, 5 entries: atom 1 (F): -0.067, atom 2 (N): 0.075, atom 3 (N): 0.071, atom 4 (F): -0.082, atom 5 (F): -0.387



b.
Formula: F3HN2
Source: the Open Molecules 2025 dataset
Level of theory: ωB97M-V with the def2-TZVPD basis set

Last columns: bonded neighbours and bond lengths (Å).
Element x y z (Å)
1 N -0.14978 -0.75778 -0.26128  N2 1.247, F3 1.367, H6 1.170
2 N -0.02545 -0.72453 -1.50207  N1 1.247, F5 1.387
3 F 0.82991 -1.54480 0.27755  N1 1.367
4 F 1.41660 0.31534 -1.85623  no bonds
5 F -0.92356 0.18449 -2.04230  N2 1.387
6 H -0.22118 0.23489 0.35387  N1 1.170

Frontier orbital gap (alpha / beta) = 10.4 / 10.4 eV
LUMO level (alpha / beta) = -0.95 / -0.95 eV

Mulliken atomic charge list, values in e, 5 entries: atom 1 (N): 0.072, atom 2 (N): 0.241, atom 3 (F): -0.098, atom 4 (F): -0.466, atom 5 (F): -0.096



Here are the energies relative to the best structure, in hartree: a 0.0000; b 0.1022.



a.
Formula: C3H6NOS
Source: the Open Molecules 2025 dataset
Level of theory: ωB97M-V with the def2-TZVPD basis set

Last columns: bonded neighbours and bond lengths (Å).
Element x y z (Å)
1 N 1.02591 -0.39509 1.08934  C2 1.468, H7 1.016, H8 1.015
2 C -0.14932 0.13138 0.38464  N1 1.468, C3 1.509, C5 1.531, H9 1.115
3 C -0.06112 1.60582 0.07660  C2 1.509, O4 1.199, H10 1.106
4 O 0.36473 2.47204 0.78796  C3 1.199
5 C -0.56890 -0.74250 -0.80082  C2 1.531, S6 1.830, H11 1.098, H12 1.098
6 S 0.81115 -1.31985 -1.85406  C5 1.830
7 H 1.66284 -0.57561 0.31853  N1 1.016
8 H 0.77822 -1.26563 1.54827  N1 1.015
9 H -0.89542 0.24756 1.20561  C2 1.115
10 H -0.57005 1.82185 -0.88114  C3 1.106
11 H -1.06243 -1.63565 -0.39616  C5 1.098
12 H -1.33560 -0.34434 -1.47876  C5 1.098

Frontier orbital gap = 6.7 eV
LUMO level = 4.01 eV
SMILES = N[C@@H](C=O)C[S-]
Charge = -1

Mulliken atomic charge list, values in e, 5 entries: atom 1 (N): -0.656, atom 2 (C): 0.170, atom 3 (C): -0.182, atom 4 (O): -0.502, atom 5 (C): -0.706



b.
Formula: C3H6NOS
Source: the Open Molecules 2025 dataset
Level of theory: ωB97M-V with the def2-TZVPD basis set

Last columns: bonded neighbours and bond lengths (Å).
Element x y z (Å)
1 O 1.15250 -2.27322 0.80842  C2 1.227
2 C -0.00221 -1.85934 0.76715  O1 1.227, N3 1.331, H7 1.104
3 N -0.39090 -0.61587 0.49581  C2 1.331, C4 1.450, H8 1.017
4 C 0.54359 0.38970 0.02871  N3 1.450, C5 1.539, H9 1.097, H10 1.092
5 C -0.12230 1.38176 -0.94191  C4 1.539, S6 1.832, H11 1.091, H12 1.090
6 S -1.89159 1.69772 -0.58594  C5 1.832
7 H -0.82028 -2.55834 1.01558  C2 1.104
8 H -1.24641 -0.17726 0.82700  N3 1.017
9 H 1.04912 0.88571 0.86597  C4 1.097
10 H 1.36686 -0.14239 -0.45242  C4 1.092
11 H 0.46150 2.30110 -0.87740  C5 1.091
12 H -0.09988 0.97043 -1.95096  C5 1.090

Frontier orbital gap = 6.6 eV
LUMO level = 3.93 eV
SMILES = O=CNCC[S-]
Charge = -1

Mulliken atomic charge list, values in e, 5 entries: atom 1 (O): -0.622, atom 2 (C): -0.070, atom 3 (N): -0.019, atom 4 (C): -0.487, atom 5 (C): -0.583



Here are the energies relative to the best structure, in hartree: a 0.0316; b 0.0000.